DFT (ωB97M-V/def2-TZVPD) results for a 2-piece molecular cluster, HNO4P overall at a distorted geometry.

The energy is -697.7347 a.u. Its molar mass is 110.0 g mol⁻¹. For the energy above the lowest of the compared OMol25 structures with the same formula, charge and spin, the calculation gives 0.285 eV. Its net charge is -1. As for the HOMO-LUMO gap: 8.100 eV. The value obtained for the LUMO energy is 3.055 eV. For the highest occupied orbital energy, the calculation gives -5.0 eV.

Each line ends with the natural charge from an NBO analysis.
Geometry (Å):
N: -0.8874 0.2572 0.1936  0.0189
O: 2.4845 -1.3136 0.3160  -1.1433
O: 2.0448 0.3135 -1.5869  -1.1245
O: 2.3180 1.1950 0.8624  -1.1218
O: -2.0825 0.2148 0.1126  -0.2885
P: 2.3434 0.0977 -0.1393  2.3923
H: -0.5288 -0.5693 0.5826  0.2669

***

DFT (ωB97M-V/def2-TZVPD) results for C16H28F12KN2O14S4 as an isolated structure at a distorted geometry.

The energy is -5180.3969 a.u. Its molar mass is 867.7 g mol⁻¹. For the energy above the lowest of the compared OMol25 structures with the same formula, charge and spin, the calculation gives 1.478 eV. Its net charge is -1. As for the HOMO-LUMO gap: 8.756 eV. The value obtained for the LUMO energy is 1.697 eV. For the highest occupied orbital energy, the calculation gives -7.1 eV.

Each line ends with the Löwdin charge.
Geometry (Å):
K: 1.8752 -1.5845 -0.9382  0.8019
C: -0.6773 -5.4145 0.6822  -0.6773
F: -1.2154 -5.1109 -0.4936  0.1437
F: -1.5609 -6.1847 1.3282  0.1227
F: 0.4642 -6.0620 0.5075  0.1484
S: -0.4175 -3.8717 1.6957  0.5974
O: 0.4770 -4.2441 2.7489  -0.2783
O: 0.0361 -2.8838 0.7453  -0.3670
N: -1.9264 -3.6014 2.1759  -0.2870
S: -2.0901 -2.0863 2.6029  0.5652
O: -1.1090 -1.5903 3.5373  -0.2980
O: -2.4675 -1.2101 1.5350  -0.2739
C: -3.6732 -2.2995 3.5558  -0.6764
F: -3.5154 -3.1900 4.5464  0.1164
F: -4.0660 -1.1303 4.0562  0.1345
F: -4.6330 -2.7754 2.7569  0.1257
C: -1.1272 -1.9691 -3.5889  -0.6770
F: -1.5731 -0.7290 -3.5273  0.1508
F: -1.0087 -2.4702 -2.3564  0.1224
F: -1.9721 -2.7265 -4.2817  0.1501
S: 0.5474 -2.0109 -4.4261  0.6090
O: 1.0847 -3.2877 -4.0423  -0.2991
O: 0.2642 -1.7798 -5.8047  -0.2619
N: 1.3868 -0.8829 -3.5181  -0.3680
S: 1.6678 0.3119 -4.5242  0.5438
O: 2.5372 0.0388 -5.6374  -0.2875
O: 0.4805 1.0582 -4.8546  -0.2915
C: 2.6891 1.4655 -3.4827  -0.6698
F: 3.0210 2.5347 -4.1942  0.1483
F: 2.0192 1.8686 -2.3970  0.1194
F: 3.8146 0.8494 -3.0880  0.1130
C: -0.8822 0.8428 -0.7292  -0.0845
O: -1.7691 1.6226 0.0449  -0.1433
C: -1.2260 2.8419 0.3843  -0.2444
C: -2.2067 3.6130 1.2384  -0.2089
O: -3.4799 3.7750 0.6629  -0.0979
C: -3.9698 5.0858 0.7391  -0.2186
C: -5.1938 5.3085 -0.1325  -0.2183
O: -6.4232 4.8138 0.3309  -0.1633
C: -6.9312 5.5156 1.4476  -0.1158
H: -1.3923 -0.0761 -1.0128  0.0817
H: 0.0211 0.5946 -0.1565  0.0783
H: -0.6948 1.3626 -1.6771  0.0948
H: -0.8790 3.4744 -0.4469  0.1338
H: -0.3719 2.6870 1.0688  0.1175
H: -1.7416 4.4452 1.7838  0.1257
H: -2.3775 2.9703 2.1244  0.1347
H: -3.2205 5.8643 0.5595  0.1254
H: -4.2893 5.2214 1.7900  0.1206
H: -4.9981 4.6795 -1.0127  0.1352
H: -5.1661 6.3389 -0.5139  0.1220
H: -6.7918 6.5912 1.2896  0.0883
H: -6.4473 5.2413 2.3933  0.0793
H: -7.9789 5.2547 1.5844  0.0840
C: 2.7175 1.8608 1.5123  -0.0947
O: 2.4984 0.4717 1.4403  -0.1943
C: 2.9524 -0.2107 2.5868  -0.2044
C: 2.7487 -1.7045 2.5088  -0.1719
O: 3.2114 -2.2536 1.2862  -0.2317
C: 4.6202 -2.4358 1.1421  -0.1554
C: 4.7510 -2.8916 -0.3015  -0.2236
O: 4.6522 -1.8627 -1.2618  -0.2296
C: 5.1984 -2.2250 -2.5119  -0.0916
H: 1.9361 2.3414 0.9219  0.0722
H: 3.6753 2.1686 1.0811  0.0926
H: 2.6156 2.2091 2.5445  0.0905
H: 2.4837 0.2148 3.4838  0.1340
H: 4.0368 -0.0634 2.7399  0.1236
H: 1.7374 -2.0769 2.6752  0.1018
H: 3.2637 -2.1472 3.3792  0.1387
H: 4.9034 -3.1918 1.8742  0.1366
H: 5.1933 -1.5053 1.2163  0.1348
H: 3.9599 -3.6418 -0.4203  0.1356
H: 5.7396 -3.3678 -0.3738  0.1318
H: 4.9550 -3.1882 -2.9648  0.1021
H: 6.2943 -2.1679 -2.4288  0.0935
H: 4.9332 -1.4317 -3.2087  0.0833

***

DFT (ωB97M-V/def2-TZVPD) results for a 8-piece molecular cluster, C16H24N8 overall at a distorted geometry.

The energy is -1061.9740 a.u. Its molar mass is 328.4 g mol⁻¹. For the energy above the lowest of the compared OMol25 structures with the same formula, charge and spin, the calculation gives 2.349 eV. As for the HOMO-LUMO gap: 11.293 eV. The value obtained for the LUMO energy is -0.024 eV. For the highest occupied orbital energy, the calculation gives -11.3 eV. Its SMILES is CC#N.CC#N.CC#N.CC#N.CC#N.CC#N.CC#N.CC#N.

Each line ends with the natural charge from an NBO analysis.
Geometry (Å):
C: -21.4745 24.9638 10.7581  -0.7096
C: -22.7875 24.5165 11.2372  0.2848
N: -23.7965 24.1933 11.6937  -0.3457
H: -21.0098 24.0395 10.4147  0.2530
H: -20.9966 25.3921 11.6391  0.2604
H: -21.7109 25.6897 9.9801  0.2565
C: -18.4105 20.9990 4.2498  -0.7320
C: -18.9092 20.7878 2.9050  0.2806
N: -19.3208 20.6157 1.7889  -0.3305
H: -18.2729 20.0519 4.7714  0.2616
H: -19.3487 21.3230 4.7003  0.2600
H: -17.5962 21.7233 4.2298  0.2603
C: -16.6144 14.3097 12.3849  -0.7225
C: -15.8739 15.3549 11.6612  0.2958
N: -15.2519 16.2166 11.1185  -0.3544
H: -16.0924 13.3821 12.1503  0.2517
H: -17.5908 14.3606 11.9029  0.2722
H: -16.5345 14.5730 13.4396  0.2568
C: -15.0059 21.6709 13.9867  -0.7245
C: -16.2005 22.1711 13.3314  0.2903
N: -17.1694 22.6104 12.8740  -0.3439
H: -14.4329 22.5933 14.0810  0.2585
H: -14.6290 20.8730 13.3468  0.2606
H: -15.1780 21.2797 14.9894  0.2598
C: -15.7850 24.1161 9.0665  -0.7239
C: -16.7429 25.1734 9.0563  0.2863
N: -17.5008 26.0078 9.1123  -0.3275
H: -15.1723 24.1454 8.1654  0.2531
H: -16.3240 23.1704 9.1227  0.2539
H: -15.1905 24.1707 9.9784  0.2581
C: -15.9034 13.1999 7.1613  -0.7216
C: -16.8658 14.2740 7.0690  0.2892
N: -17.6124 15.1256 6.9485  -0.3343
H: -15.1859 13.4254 6.3723  0.2568
H: -16.3606 12.2556 6.8657  0.2550
H: -15.5066 13.1410 8.1748  0.2550
C: -18.8822 19.3209 9.5940  -0.7271
C: -19.3253 18.3261 10.5764  0.3021
N: -19.6099 17.6344 11.4172  -0.3460
H: -19.7670 19.9097 9.3518  0.2544
H: -18.7759 18.8762 8.6045  0.2586
H: -17.9953 19.8646 9.9195  0.2580
C: -20.6978 13.3185 13.9470  -0.7194
C: -21.0132 12.9639 12.5659  0.2803
N: -21.2272 12.7895 11.4365  -0.3271
H: -19.6405 13.2221 14.1939  0.2475
H: -21.2288 12.5608 14.5232  0.2533
H: -21.0586 14.3400 14.0667  0.2656

***

DFT (ωB97M-V/def2-TZVPD) results for an isolated ion of composition C3H4N3O5 and charge +1 at a distorted geometry.

The energy is -656.5771 a.u. Its molar mass is 162.1 g mol⁻¹. For the energy above the lowest of the compared OMol25 structures with the same formula, charge and spin, the calculation gives 0.695 eV. Its net charge is +1. As for the HOMO-LUMO gap: 9.579 eV. The value obtained for the LUMO energy is -5.783 eV. For the highest occupied orbital energy, the calculation gives -15.4 eV. Its SMILES is O=[N+]([O-])/C(O)=[NH+]/OCC#[N+][O-].

Each line ends with the natural charge from an NBO analysis.
Geometry (Å):
C: 1.1517 -0.0853 -0.1393  0.6878
C: -1.6589 0.8959 -0.1027  -0.1294
C: -1.7201 -0.5608 -0.1722  -0.0912
N: 0.6769 0.9961 0.3900  -0.2666
N: 2.7357 -0.2051 -0.0229  0.5035
N: -2.3862 -1.4426 0.1938  0.3356
O: 3.1971 0.7411 0.5967  -0.3272
O: -2.8175 -2.4883 0.4173  -0.2005
O: 3.2730 -1.1428 -0.5530  -0.2101
O: 0.7483 -1.0721 -0.7860  -0.5626
O: -0.6349 1.4043 0.7726  -0.2569
H: -1.4118 1.2968 -1.0148  0.2233
H: -2.4148 1.4038 0.4968  0.2752
H: -0.2546 -1.3287 -0.7863  0.5360
H: 1.5162 1.5877 0.7099  0.4829

***

DFT (ωB97M-V/def2-TZVPD) results for a 2-piece molecular cluster, C4H10N3O2 overall at a distorted geometry.

The energy is -472.7478 a.u. Its molar mass is 132.1 g mol⁻¹. For the energy above the lowest of the compared OMol25 structures with the same formula, charge and spin, the calculation gives 5.098 eV. Its net charge is +1. As for the HOMO-LUMO gap: 10.514 eV. The value obtained for the LUMO energy is -3.096 eV. For the highest occupied orbital energy, the calculation gives -13.6 eV.

Each line ends with the natural charge from an NBO analysis.
Geometry (Å):
C: -1.9335 0.1990 0.1148  0.4950
C: 1.7615 -0.3523 -0.1346  0.7521
C: -3.3156 0.1362 -0.2426  -0.7101
C: 2.2185 -1.9755 1.7477  -0.4042
N: 1.7872 0.3432 -1.1023  -0.6604
N: -0.8263 -0.1072 0.3274  0.1156
N: 2.5312 -1.2136 0.5189  -0.6100
O: -0.9011 2.8884 -1.6686  -1.0009
O: 0.3391 -0.2720 0.7662  -0.3816
H: -3.2686 0.7991 -1.0958  0.2829
H: -3.6320 -0.7817 -0.4722  0.2701
H: -3.9696 0.6941 0.4963  0.2953
H: 1.7576 -3.0094 1.4233  0.2115
H: 3.1035 -2.2854 2.1966  0.2275
H: 1.5766 -1.3764 2.3992  0.2334
H: -0.0284 3.3226 -1.9421  0.5016
H: 1.0741 0.8694 -1.6376  0.4396
H: 3.4502 -1.3259 0.1362  0.4407
H: -1.7245 3.4475 -1.8306  0.5021

***

DFT (ωB97M-V/def2-TZVPD) results for a 2-piece molecular cluster, C3H7BO2 overall at a distorted geometry.

The energy is -293.6077 a.u. Its molar mass is 85.9 g mol⁻¹. For the energy above the lowest of the compared OMol25 structures with the same formula, charge and spin, the calculation gives 3.014 eV. As for the HOMO-LUMO gap (spin up / spin down): 5.993 / 7.504 eV. The expectation value of S² is 2.005. The value obtained for the LUMO energy (spin up / spin down) is 0.893 / -3.978 eV. For the highest occupied orbital energy (spin up / spin down), the calculation gives -5.1 / -11.5 eV. As for the multiplicity: 3.

Each line ends with the Mulliken spin population.
Geometry (Å):
B: -0.6889 1.7498 -1.3816  0.8141
C: -0.8431 -1.5682 -2.7594  0.0135
C: 0.3530 -0.2410 1.3783  0.0207
C: -0.4960 -0.1854 0.0802  0.0325
O: -1.6093 -1.2693 -3.5192  0.0123
O: 0.0242 0.7534 -0.8871  0.4240
H: -0.2063 2.7342 -1.8482  0.2618
H: -1.9923 1.8177 -1.3949  0.4341
H: 1.1000 -1.1680 1.3893  -0.0001
H: 0.9490 0.6177 1.6846  -0.0068
H: -0.4566 -0.2673 2.1322  0.0008
H: -1.5595 0.0007 0.3586  -0.0084
H: -0.6246 -1.2149 -0.3578  0.0015